No. 1
2 unconnected molecules or ions with the total composition C7H16N2O5S, computed with ωB97M-V/def2-TZVPD.

Properties
Total charge: 0
Frontier orbital gap, eV: 9.5
Molar mass, g mol⁻¹: 240.281
Energy above the lowest of the compared OMol25 structures with the same formula, charge and spin, eV: 0.000
HOMO, eV: -9.07
SMILES: C[C@@H](O)[C@H](N)C(=O)O.N[C@@H](CS)C(=O)O
Maximum force, eV/A: 0.56
LUMO, eV: 0.48

CARTESIAN COORDINATES (ANGSTROEM)
C: -2.40258 -0.48880 -1.38027
C: -3.72155 -0.51336 -2.15524
C: -1.57367 0.68761 -1.90775
C: -0.33321 0.94921 -1.06757
C: 2.23261 0.49554 2.39470
C: 1.16351 -0.59821 2.41206
C: 2.72356 0.68700 0.95790
H: -1.30278 -1.86254 -2.35897
H: -2.19120 -2.49969 -1.14928
H: -2.67841 -0.25907 -0.34325
H: -2.22684 1.57143 -1.91424
H: -0.72538 1.03924 -3.63146
H: 0.27358 0.04306 -1.00121
H: -0.60995 1.26210 -0.05430
H: 0.26623 1.75237 -1.51109
H: -4.86098 -1.61279 -3.13393
H: 3.03748 0.32187 4.26169
H: 3.76243 -0.61779 3.15094
H: 1.71525 1.41720 2.69462
H: 3.29576 -0.19328 0.64220
H: 1.86445 0.77681 0.29014
H: 4.48014 1.96367 1.84172
H: 0.50317 -2.01192 3.43254
N: -1.61564 -1.70430 -1.40465
N: 3.35353 0.30220 3.29729
O: -4.45915 0.43563 -2.27403
O: -1.23583 0.32012 -3.24239
O: -4.00946 -1.72100 -2.67694
O: 0.31644 -0.74760 1.56521
O: 1.23868 -1.38158 3.50715
S: 3.71984 2.18685 0.75839

Partial charges, Löwdin, in e:
1. C -0.274
2. C -0.481
3. C -0.391
4. C -0.059
5. C -0.387
6. C -0.478
7. C -0.527
8. H 0.085
9. H 0.083
10. H 0.164
11. H 0.144
12. H 0.099
13. H 0.069
14. H 0.087
15. H 0.084
16. H 0.132
17. H 0.085
18. H 0.091
19. H 0.154
20. H 0.089
21. H 0.036
22. H -0.151
23. H 0.132
24. N 0.075
25. N 0.038
26. O 0.103
27. O -0.021
28. O 0.106
29. O 0.101
30. O 0.104
31. S 0.706

=====

No. 2
2 unconnected molecules or ions with the total composition C35H38N2O3S at a distorted geometry, computed with ωB97M-V/def2-TZVPD.

Properties
Total charge: 0
Frontier orbital gap, eV: 3.7
Molar mass, g mol⁻¹: 566.767
HOMO, eV: -5.76
Maximum force, eV/A: 3.27
LUMO, eV: -2.06

CARTESIAN COORDINATES (ANGSTROEM)
C: -7.30324 -1.03495 1.32612
N: -6.41322 0.08847 1.53281
C: -7.08889 1.36080 1.68055
C: -5.05451 -0.04062 1.55755
C: -4.22510 1.02920 1.99801
C: -2.84706 0.90574 1.98444
C: -2.21488 -0.28946 1.55576
C: -0.76856 -0.40261 1.45387
C: 0.03742 0.75108 1.32948
C: 1.42060 0.75462 1.27127
C: 2.23784 1.93418 1.34133
C: 3.64960 1.80009 1.41373
C: 4.47050 2.91437 1.51732
C: 3.91232 4.20205 1.52308
C: 2.52245 4.35732 1.44114
C: 1.68854 3.24404 1.35637
C: -0.16081 -1.73972 1.46449
C: 0.77708 -2.13238 0.48876
C: 1.26414 -3.42960 0.44650
C: 0.96840 -4.33088 1.50065
N: 1.50908 -5.58872 1.51734
C: 1.70704 -6.32923 2.74508
C: 1.91937 -6.26672 0.30680
C: 0.08954 -3.91352 2.53576
C: -0.52837 -2.67927 2.45792
C: -3.05493 -1.36454 1.15528
C: -4.43128 -1.24743 1.13688
H: -6.83766 -1.97255 1.64544
H: -8.21534 -0.87311 1.91461
H: -7.59573 -1.12842 0.26863
H: -6.41598 2.19462 1.46138
H: -7.93678 1.39701 0.98309
H: -7.48745 1.48279 2.69952
H: -4.67518 1.95323 2.36332
H: -2.23567 1.73325 2.34381
H: -0.48948 1.70491 1.25686
H: 1.95286 -0.19585 1.31560
H: 4.07395 0.79204 1.41099
H: 5.55137 2.78655 1.59604
H: 4.55542 5.07940 1.60572
H: 2.08087 5.35540 1.44697
H: 0.60606 3.36706 1.31037
H: 1.08857 -1.40815 -0.26432
H: 1.91583 -3.74052 -0.37112
H: 1.66697 -5.65611 3.60743
H: 0.94303 -7.11073 2.87103
H: 2.69079 -6.81852 2.72248
H: 1.41123 -5.83543 -0.56231
H: 3.00575 -6.19438 0.15043
H: 1.65625 -7.33037 0.38096
H: -0.14129 -4.59149 3.35849
H: -1.28223 -2.40773 3.19874
H: -2.60775 -2.30335 0.82645
H: -5.03665 -2.08197 0.78171
C: -2.58523 0.18489 -3.86968
C: -1.48003 0.18839 -2.84859
O: -0.21974 0.34326 -3.54868
C: 0.81871 0.46732 -2.67829
C: 2.08496 0.53346 -3.34717
S: 3.50894 0.80105 -2.51722
C: 3.88310 2.53845 -2.92442
C: 3.45153 3.52825 -2.04297
C: 3.75120 4.86775 -2.29298
C: 4.40947 5.21736 -3.47667
C: 4.77659 4.22925 -4.39484
C: 4.51925 2.88211 -4.11689
O: 4.64254 0.03658 -3.09497
O: 0.64402 0.51778 -1.46054
H: -3.53559 -0.01572 -3.36823
H: -2.66540 1.15923 -4.35993
H: -2.43212 -0.58223 -4.63304
H: -1.61707 1.01940 -2.14301
H: -1.46890 -0.75790 -2.28694
H: 2.11961 0.38906 -4.41562
H: 2.89944 3.21871 -1.15523
H: 3.46431 5.62365 -1.55972
H: 4.62711 6.26562 -3.68293
H: 5.27084 4.49729 -5.32923
H: 4.80767 2.09711 -4.81286

Partial charges, Löwdin, in e:
1. C -0.057
2. N -0.189
3. C -0.055
4. C -0.205
5. C -0.006
6. C -0.005
7. C -0.168
8. C -0.059
9. C -0.021
10. C 0.045
11. C -0.204
12. C -0.013
13. C -0.062
14. C -0.065
15. C -0.079
16. C -0.013
17. C -0.198
18. C -0.008
19. C 0.011
20. C -0.221
21. N -0.205
22. C -0.065
23. C -0.061
24. C -0.013
25. C -0.027
26. C -0.002
27. C -0.005
28. H 0.082
29. H 0.093
30. H 0.102
31. H 0.080
32. H 0.095
33. H 0.100
34. H 0.101
35. H 0.116
36. H 0.102
37. H 0.124
38. H 0.125
39. H 0.112
40. H 0.111
41. H 0.109
42. H 0.109
43. H 0.110
44. H 0.115
45. H 0.083
46. H 0.093
47. H 0.093
48. H 0.089
49. H 0.097
50. H 0.091
51. H 0.104
52. H 0.124
53. H 0.125
54. H 0.102
55. C -0.086
56. C -0.252
57. O -0.032
58. C -0.605
59. C -0.302
60. S 0.850
61. C -0.344
62. C -0.094
63. C -0.098
64. C -0.109
65. C -0.092
66. C -0.074
67. O -0.556
68. O -0.044
69. H 0.069
70. H 0.077
71. H 0.077
72. H 0.117
73. H 0.118
74. H 0.068
75. H 0.082
76. H 0.092
77. H 0.093
78. H 0.098
79. H 0.109

=====

No. 3
A molecular structure, C5H8OS at a distorted geometry, computed with ωB97M-V/def2-TZVPD.

Properties
Total charge: 0
Frontier orbital gap, eV: 8.6
Molar mass, g mol⁻¹: 116.185
Energy above the lowest of the compared OMol25 structures with the same formula, charge and spin, eV: 3.135
HOMO, eV: -8.80
Maximum force, eV/A: 6.11
LUMO, eV: -0.18

CARTESIAN COORDINATES (ANGSTROEM)
C: -2.44495 -0.40645 0.40561
C: 0.15475 -0.35769 -0.10548
C: -0.07870 1.20536 -0.09854
C: 1.39138 -0.88564 0.13150
C: 2.73378 -0.34632 -0.18506
H: -2.23503 0.14155 1.30288
H: -3.37020 -0.91229 0.37494
H: -2.70436 0.34070 -0.45111
H: 0.88585 1.74019 0.07870
H: -0.48248 1.60958 -1.06484
H: -0.61596 1.76813 0.61973
H: 1.38690 -2.03496 0.28702
H: 2.83593 0.59231 -1.25002
O: 3.76450 -0.99134 0.25026
S: -1.22139 -1.46314 -0.29560

Partial charges, Löwdin, in e:
1. C -0.443
2. C -0.562
3. C -0.101
4. C -0.164
5. C -0.240
6. H 0.042
7. H 0.010
8. H 0.074
9. H 0.075
10. H 0.093
11. H 0.049
12. H 0.129
13. H 0.203
14. O -0.058
15. S 0.893